Entry 1:
Below is C5H6O3 as an isolated structure in a non-equilibrium geometry, with properties calculated with ωB97M-V/def2-TZVPD.

CARTESIAN COORDINATES (ANGSTROEM)
1 C 2.1481 0.0696 -0.9057
2 C 0.8279 0.3524 -0.7673
3 C 0.0970 -0.6686 0.1323
4 C -1.2926 -0.1623 0.1449
5 C -2.1320 0.1914 1.4118
6 H 2.1247 -1.0217 -1.3274
7 H 2.7733 -0.1976 0.1608
8 H 2.7010 0.8734 -1.4296
9 H -1.1068 0.2968 -0.9486
10 H -1.9751 0.0243 2.5662
11 H -2.7032 1.4473 1.2236
12 O 0.2301 1.2213 -1.4893
13 O 0.7398 -1.5298 0.5448
14 O -2.4321 -0.8965 0.6836

Calculated values
F_max   7.58 eV/Å
Calculated total energy   -11418.8304 eV
Energy above the lowest of the compared OMol25 structures with the same formula, charge and spin   538.5 kJ/mol

natural (NBO) atomic charge list, values in e, 6 entries: -0.72 0.43 0.46 -0.13 -0.03 0.29

Entry 2:
Below is a 3-piece molecular cluster, C30H35ClINO6 overall in a non-equilibrium geometry, with properties calculated with ωB97M-V/def2-TZVPD.

CARTESIAN COORDINATES (ANGSTROEM)
1 C 4.6770 3.3846 -0.1343
2 C 5.6767 3.5841 -1.2968
3 C 5.1291 3.1478 -2.6833
4 C 4.2245 1.9409 -2.5352
5 C 4.6100 0.7707 -2.0402
6 O 5.8857 0.5734 -1.5880
7 C 3.6323 -0.3654 -1.9285
8 O 3.9830 -1.5255 -2.0386
9 C 2.2025 0.0707 -1.6484
10 C 1.7873 1.2997 -2.1518
11 C 0.5218 1.7339 -1.8735
12 Cl 0.1048 3.3301 -2.4881
13 C -0.3993 1.0123 -1.1344
14 C -1.8043 1.4859 -0.8055
15 C -2.6373 2.0865 -1.9527
16 C -4.1223 2.1622 -1.4601
17 I -2.5763 0.9414 -3.7696
18 C 0.0258 -0.2217 -0.6367
19 C -0.8747 -1.1085 0.1870
20 C -1.4438 -2.2297 -0.7469
21 C -2.5755 -3.0585 -0.1176
22 O -1.1502 -3.5254 -0.3602
23 C 1.3212 -0.6746 -0.8893
24 C 1.8276 -1.9683 -0.3192
25 C 1.8436 -3.1510 -1.0227
26 C 2.3509 -4.3326 -0.5355
27 N 2.8732 -4.4141 0.6853
28 C 2.8404 -3.2850 1.3670
29 C 2.3743 -2.0515 0.9684
30 C 2.7923 2.0791 -2.9849
31 O 2.5148 2.7389 -3.9631
32 H 3.6445 3.6363 -0.3986
33 H 4.9942 4.0462 0.6790
34 H 4.7196 2.3619 0.2489
35 H 5.9451 4.6452 -1.2921
36 H 6.5777 3.0039 -1.0845
37 H 5.9330 2.9091 -3.3855
38 H 4.5524 3.9897 -3.0756
39 H 6.1971 -0.2590 -1.9736
40 H -1.7600 2.2574 -0.0212
41 H -2.4140 0.6875 -0.3881
42 H -2.3760 3.1119 -2.1810
43 H -4.0902 2.2314 -0.3674
44 H -4.5481 3.1095 -1.7955
45 H -4.7268 1.3266 -1.8077
46 H -1.7425 -0.6114 0.6074
47 H -0.3438 -1.6535 0.9693
48 H -1.5306 -2.0129 -1.8100
49 H -3.1684 -3.6769 -0.7829
50 H -2.4819 -3.2963 0.9379
51 H 1.4575 -3.1486 -2.0406
52 H 2.3390 -5.2234 -1.1557
53 H 3.2458 -3.3356 2.3810
54 H 2.4313 -1.1769 1.6067
55 C -6.2229 4.7994 1.8846
56 C -6.7184 3.6162 1.0892
57 C -7.5101 2.5696 1.8345
58 O -6.4908 3.5113 -0.0936
59 H -5.6720 5.4701 1.2283
60 H -7.0673 5.3410 2.3134
61 H -5.5587 4.4617 2.6820
62 H -8.4097 3.0157 2.2612
63 H -6.9010 2.1365 2.6297
64 H -7.8021 1.7799 1.1453
65 C 1.0836 -5.5521 4.2924
66 C -0.0716 -4.6018 4.3774
67 C -1.0861 -4.6933 3.2791
68 O -0.1678 -3.7878 5.2681
69 H 1.7630 -5.3702 5.1231
70 H 0.7572 -6.5921 4.3355
71 H 1.6040 -5.3686 3.3491
72 H -1.5681 -5.6711 3.2518
73 H -0.5871 -4.4878 2.3277
74 H -1.8439 -3.9285 3.4483

Calculated values
F_max   3.53 eV/Å
Calculated total energy   -66073.3228 eV

Mulliken atomic charge list, values in e, 6 entries: -0.95 -0.40 -1.12 0.51 0.40 -0.55

Entry 3:
Below is C12H24CuOS5 as an isolated structure, with properties calculated with ωB97M-V/def2-TZVPD.

CARTESIAN COORDINATES (ANGSTROEM)
1 Cu 1.1666 -1.8419 -1.3748
2 C -1.6645 -2.3482 -0.5350
3 C -1.8876 -2.2203 -2.0383
4 S -0.4530 -1.6255 -2.9928
5 C -0.4325 0.1904 -2.7945
6 C 0.9617 0.7146 -3.1518
7 S 2.3580 -0.1986 -2.3994
8 C 2.7211 0.7010 -0.8497
9 C 3.2523 -0.2036 0.2812
10 S 2.8435 -1.9888 0.1714
11 C 1.8664 -2.4560 1.6459
12 C 0.3541 -2.6388 1.4622
13 S -0.1213 -3.2694 -0.1861
14 H -2.4955 -2.8955 -0.0907
15 H -1.5625 -1.3687 -0.0714
16 H -2.7282 -1.5535 -2.2316
17 H -2.1259 -3.1787 -2.5003
18 H -0.6922 0.4381 -1.7663
19 H -1.1615 0.6106 -3.4872
20 H 1.0580 1.7611 -2.8634
21 H 1.1462 0.6568 -4.2242
22 H 1.7962 1.1812 -0.5506
23 H 3.4731 1.4517 -1.0867
24 H 2.8830 0.1619 1.2385
25 H 4.3393 -0.1790 0.3102
26 H 2.0481 -1.7080 2.4175
27 H 2.3345 -3.3814 1.9774
28 H -0.1675 -1.6956 1.5826
29 H -0.0052 -3.3532 2.2016
30 O -0.0780 0.2607 0.3150
31 S -0.0469 1.0976 1.5934
32 C -0.2475 2.8345 1.0654
33 C -1.5826 3.3444 1.6082
34 C -2.5171 2.1396 1.6410
35 C -1.7065 1.0433 2.3183
36 H -0.2506 2.7633 -0.0243
37 H 0.6188 3.4095 1.3869
38 H -1.9610 4.1536 0.9855
39 H -1.4507 3.7430 2.6152
40 H -2.7933 1.8373 0.6281
41 H -3.4357 2.3417 2.1895
42 H -2.0804 0.0266 2.1998
43 H -1.5736 1.2423 3.3842

Calculated values
F_max   0.23 eV/Å
Calculated total energy   -113682.3734 eV
Total charge   +2
<S²>   0.756
2S+1   2

natural (NBO) atomic charge list, values in e, 6 entries: 0.90 -0.54 -0.54 0.30 -0.56 -0.53

Entry 4:
Below is C11H21BrFN3OP2Zr as an isolated structure in a non-equilibrium geometry, with properties calculated with ωB97M-V/def2-TZVPD.

CARTESIAN COORDINATES (ANGSTROEM)
1 C -3.7588 -0.8479 1.9152
2 C -3.3108 -0.1328 0.5096
3 C -2.1137 0.9839 0.8531
4 N -1.1909 1.2512 -0.3122
5 P 0.3655 0.3217 -0.1520
6 F -0.4782 -1.0372 -0.8551
7 C 0.8882 -0.6035 1.4187
8 C 1.2258 -2.1940 1.2627
9 C -0.1120 -3.1853 1.4312
10 Br 2.3585 -2.6720 -0.3328
11 C 1.5574 0.5107 -1.6502
12 C 3.1757 0.9143 -1.5141
13 C 3.9964 0.9721 -2.9205
14 N 3.5561 0.7690 -4.3293
15 C 2.1229 0.4093 -4.5220
16 C 1.1412 0.2605 -3.2326
17 P 1.2345 2.2244 0.6050
18 N 1.0548 2.3533 2.3738
19 O 0.2015 3.5185 -0.0388
20 H -2.7761 -1.2218 2.4383
21 H -4.3914 -0.0899 2.5450
22 H -4.3717 -1.8245 1.6141
23 H -2.9551 -0.9761 -0.2191
24 H -4.2204 0.4086 -0.0423
25 H -2.7129 2.0002 1.0379
26 H -1.5852 0.7417 1.8681
27 H -1.5911 0.8644 -1.2136
28 H 0.1339 -0.5092 2.3375
29 H 1.8909 -0.0848 1.8078
30 H 1.9013 -2.4758 2.2075
31 H 0.0973 -4.2357 0.9043
32 H -0.3314 -3.4265 2.5583
33 H -1.0883 -2.7091 0.9856
34 H 3.6774 1.1025 -0.4538
35 H 5.1588 1.2236 -2.7935
36 H 1.6653 0.1875 -5.6023
37 H 0.0179 -0.0644 -3.4482
38 H 1.9641 2.0187 2.7938
39 H 0.2643 1.7866 2.7516
40 H 0.7863 4.0811 -0.6516
41 Zr -3.4480 -0.6136 -1.9351

Calculated values
F_max   5.97 eV/Å
Calculated total energy   -110818.5013 eV
Total charge   +4

natural (NBO) atomic charge list, values in e, 6 entries: -0.62 -0.36 -0.28 -0.83 1.52 -0.64